Record 1
Entry from the OMol25 dataset: a structure of composition BCdH26O15P at a distorted geometry (the ωB97M-V functional and the def2-TZVPD basis).

Geometry (Å):
Cd: -9.9722 -2.4309 1.0609
P: -11.1120 -0.2661 1.9393
O: -9.7921 -0.4498 1.1167
O: -11.5390 -1.7553 2.0154
O: -12.0809 0.8296 1.4565
O: -10.7865 0.4285 3.2953
B: -8.0584 -2.7310 -0.1576
H: -8.1073 -2.0400 -0.9849
H: -8.9347 -3.3587 -0.1102
H: -7.1376 -3.2913 -0.2077
H: -8.1165 -2.1306 0.7371
O: -7.6807 0.7917 2.5347
H: -8.4378 0.3908 2.1077
H: -7.5141 0.2377 3.2973
O: -9.4001 -3.4862 -2.5528
H: -8.8604 -4.1084 -3.0406
H: -8.8467 -3.2098 -1.8223
O: -11.0882 -4.2297 1.2644
H: -11.0538 -4.7009 2.0969
H: -11.5434 -4.8259 0.6698
O: -6.3815 -3.8118 2.2765
H: -5.4810 -3.5079 2.1629
H: -6.8350 -3.5196 1.4858
O: -6.4457 -2.6506 -2.6465
H: -6.8645 -2.5124 -1.7970
H: -5.5965 -3.0384 -2.4351
O: -11.1383 -2.0892 -0.8997
H: -10.6166 -2.3698 -1.6515
H: -11.7910 -1.4945 -1.2691
O: -8.2788 -1.1121 -4.3431
H: -8.2254 -1.7377 -5.0656
H: -7.7815 -1.5208 -3.6346
O: -5.3238 -0.8795 1.3942
H: -5.4037 0.0741 1.4166
H: -6.2002 -1.1884 1.1649
O: -8.9872 0.8609 -0.7713
H: -8.0735 0.5762 -0.7910
H: -9.3426 0.4716 0.0277
O: -6.1452 -0.0561 -1.4840
H: -6.4281 -0.9280 -1.7596
H: -5.5840 0.2504 -2.1962
O: -8.8809 -2.7197 2.9785
H: -8.0553 -3.1704 3.1558
H: -8.8708 -1.9617 3.5629

The value obtained for the strongest force on any atom is 7.6 eV/Å. The HOMO-LUMO gap is 0.1133 Eh. The charge is -2. The calculation puts the energy at -45663.3097 eV. The relative energy (zero: lowest compared OMol25 entry of this formula, charge and spin) comes out at 79.2 kcal per mole.

Atom charges from the Löwdin analysis, given in e for atoms 1 to 4: 1.3100 -0.0683 -0.5389 -0.5333

Record 2
Entry from the OMol25 dataset: a structure of composition BCsH4 at a distorted geometry (the ωB97M-V functional and the def2-TZVPD basis).

Geometry (Å):
Cs: 1.5350 2.2874 -0.4519
B: -0.3077 -0.4825 0.1032
H: -0.3410 0.4062 0.7143
H: 0.7282 -0.6062 -0.1723
H: -0.7416 -1.3383 0.5968
H: -0.8728 -0.2665 -0.7902

The value obtained for the strongest force on any atom is 4.8 eV/Å. The HOMO-LUMO gap is 0.2780 Eh. The calculation puts the energy at -1286.3497 eV. The relative energy (zero: lowest compared OMol25 entry of this formula, charge and spin) comes out at 31.4 kcal per mole.

Atom charges from the Löwdin analysis, given in e for atoms 1 to 4: 0.9898 -0.5153 -0.1583 -0.1358